{
  "formula": "C25H27FN2O4S2",
  "method": "ωB97M-V/def2-TZVPD",
  "symbols": ["C", "C", "C", "C", "C", "C", "N", "C", "C", "C", "C", "C", "C", "C", "H", "H", "H", "H", "H", "H", "H", "H", "H", "H", "H", "H", "H", "H", "H", "H", "H", "C", "C", "C", "C", "S", "N", "F", "S", "C", "C", "C", "C", "C", "C", "O", "O", "O", "O", "C", "C", "H", "H", "H", "H", "H", "H", "H", "H", "H", "H"],
  "coordinates": [[-4.667, -1.038, 3.791], [-3.331, -0.984, 4.213], [-2.316, -0.517, 3.392], [-2.569, 0.014, 2.104], [-1.558, 0.359, 1.117], [-1.795, 1.269, 0.094], [-1.243, 2.441, -0.240], [-1.980, 3.347, -1.185], [-1.050, 4.205, -2.022], [-0.114, 5.054, -1.171], [0.558, 4.171, -0.131], [-0.430, 3.294, 0.649], [-3.947, 0.148, 1.770], [-4.963, -0.380, 2.610], [-5.466, -1.438, 4.434], [-3.109, -1.387, 5.211], [-1.284, -0.551, 3.736], [-0.358, 0.117, 1.366], [-2.754, 1.120, -0.418], [-2.635, 2.761, -1.823], [-2.595, 4.010, -0.543], [-0.454, 3.590, -2.697], [-1.657, 4.846, -2.674], [0.636, 5.534, -1.806], [-0.671, 5.861, -0.680], [1.310, 3.554, -0.628], [1.110, 4.788, 0.592], [-1.152, 3.972, 1.153], [0.080, 2.672, 1.375], [-4.217, 0.628, 0.867], [-6.004, -0.319, 2.280], [1.924, 1.599, -4.411], [2.490, 0.371, -4.716], [3.052, -0.432, -3.726], [2.981, -0.001, -2.397], [3.777, -1.111, -1.206], [2.530, -1.932, -0.467], [0.620, -0.406, 0.782], [3.119, -3.161, 0.476], [1.670, -4.111, 0.995], [0.900, -3.805, 2.126], [-0.191, -4.628, 2.432], [-0.469, -5.762, 1.674], [0.406, -6.127, 0.662], [1.494, -5.326, 0.325], [3.874, -4.093, -0.333], [3.613, -2.605, 1.711], [4.544, -2.010, -2.008], [4.355, -0.196, -0.233], [2.555, 1.298, -2.085], [2.001, 2.082, -3.106], [1.479, 2.189, -5.199], [2.525, -0.012, -5.732], [3.549, -1.371, -3.932], [1.151, -2.934, 2.728], [-0.828, -4.379, 3.285], [-1.317, -6.394, 1.898], [0.285, -7.045, 0.098], [2.220, -5.599, -0.434], [2.662, 1.670, -1.064], [1.649, 3.092, -2.879]],
  "mulliken_charge": [-0.4539, -0.5065, -0.2984, 0.8585, -0.5000, 0.0551, 0.4222, -0.8609, -0.3711, -0.9418, -0.0774, -0.8164, -0.4132, -0.6284, 0.3742, 0.3471, 0.4276, 0.3363, 0.3995, 0.5039, 0.3718, 0.1484, 0.3878, 0.3572, 0.3312, -0.1467, 0.4177, 0.3351, 0.5110, 0.2761, 0.3411, -0.7127, -0.4966, -0.5449, 0.0054, 1.2464, -0.2372, -0.5590, 1.2256, 0.0155, -0.2733, -0.4483, -0.4820, -0.4394, -0.4774, -0.6480, -0.6583, -0.6375, -0.6796, -0.3251, -0.2647, 0.4056, 0.3449, 0.5026, 0.4372, 0.3759, 0.3804, 0.3438, 0.4709, 0.4287, 0.5140],
  "e_lumo_ev": -4.277,
  "de_lowest_ev": 3.212,
  "gap_ev": 2.78,
  "homo_energy_ev": -7.055,
  "total_energy_ev": -61912.215,
  "total_charge": 0
}



{
  "formula": "C25H27FN4O",
  "method": "ωB97M-V/def2-TZVPD",
  "symbols": ["C", "H", "H", "H", "C", "C", "N", "C", "C", "C", "N", "H", "C", "N", "C", "C", "C", "O", "N", "C", "C", "C", "C", "C", "C", "H", "C", "C", "C", "C", "C", "C", "H", "H", "F", "H", "H", "H", "H", "H", "H", "C", "C", "C", "H", "H", "H", "H", "H", "H", "H", "H", "H", "H", "H", "H", "H", "H"],
  "coordinates": [[2.611, 2.391, -0.928], [1.907, 1.614, -1.278], [3.342, 1.867, -0.431], [2.824, 3.150, -1.698], [1.669, 3.382, 0.186], [1.453, 2.345, 1.207], [2.475, 1.470, 1.633], [1.767, 0.585, 2.563], [0.507, 0.564, 3.054], [-0.230, 1.582, 2.708], [0.104, 2.256, 1.596], [-1.339, 1.684, 2.912], [0.027, -0.361, 4.105], [-0.566, -1.654, 3.156], [0.284, -2.418, 2.583], [-0.093, -3.282, 1.397], [-0.361, -2.322, 0.293], [-0.138, -2.834, -0.926], [-1.037, -1.284, 0.518], [-1.010, -0.194, -0.463], [-2.017, 0.980, -0.073], [-1.981, 1.919, -0.992], [-1.442, 1.975, -2.114], [-0.470, 0.963, -2.547], [-0.737, -0.101, -1.723], [0.166, -0.901, -1.871], [0.143, 1.272, -3.682], [0.119, -0.160, -4.587], [1.001, 0.045, -5.825], [1.483, 1.229, -6.135], [1.217, 2.304, -5.454], [0.534, 2.398, -4.234], [0.559, 3.147, -3.584], [1.769, 3.429, -5.741], [2.091, 1.361, -7.372], [0.928, -1.046, -6.433], [-0.387, -0.900, -4.210], [-1.367, 2.824, -2.710], [-2.758, 2.788, -0.574], [-2.395, 0.762, 0.766], [-0.927, -1.012, 1.565], [-1.298, -4.083, 1.774], [-2.378, -2.954, 2.594], [-1.590, -2.153, 3.780], [-1.391, -2.992, 4.401], [-2.351, -1.559, 4.432], [-2.794, -2.236, 2.091], [-3.205, -3.502, 3.290], [-2.170, -4.458, 1.053], [-1.191, -4.819, 2.452], [0.409, -4.092, 1.137], [0.702, -3.212, 3.361], [1.096, -1.995, 2.352], [-0.577, -0.126, 4.786], [0.990, -1.010, 4.766], [2.798, -0.319, 2.951], [2.325, 4.075, 0.509], [0.901, 3.617, -0.385]],
  "mulliken_charge": [-1.0159, 0.1363, 0.5678, 0.3353, -1.0528, 0.5739, -0.5681, 0.1991, 0.7223, -0.0799, -0.3448, 0.3708, -1.9161, 0.8013, -1.7897, 0.4848, 0.3266, -0.8038, 0.2954, -1.1272, -1.4695, -0.8175, -0.9773, 1.0039, 0.7036, 0.2535, 0.9309, -0.9459, -0.5759, 0.5794, -0.6358, -0.5117, 0.6237, 0.1218, -0.3147, 0.1743, 0.8248, 0.7780, -0.0333, 1.1440, -0.0599, -1.2337, -1.0746, -0.9257, 0.4989, 0.3008, 0.5266, 0.3765, 0.3079, 0.5672, 0.4327, 0.3613, 0.8185, 0.7210, 0.2810, 0.2054, 0.4322, 0.4924],
  "e_lumo_ev": -0.244,
  "gap_ev": 7.55,
  "homo_energy_ev": -7.795,
  "total_energy_ev": -37068.135,
  "total_charge": 0
}



{
  "formula": "C25H27KN7O6S",
  "method": "ωB97M-V/def2-TZVPD",
  "symbols": ["K", "O", "C", "O", "C", "O", "C", "C", "O", "O", "H", "H", "H", "H", "H", "C", "C", "N", "N", "C", "O", "C", "C", "C", "C", "C", "C", "C", "C", "C", "C", "C", "N", "H", "H", "H", "H", "H", "H", "H", "H", "H", "H", "H", "H", "S", "C", "N", "C", "C", "C", "N", "H", "H", "H", "H", "C", "N", "C", "C", "N", "H", "H", "H", "H", "H", "H"],
  "coordinates": [[0.077, 0.051, -0.072], [4.051, 0.368, -0.864], [3.224, 0.528, 0.184], [3.064, -0.301, 1.036], [2.603, 1.910, 0.169], [1.377, 1.873, 0.834], [0.732, 3.136, 0.865], [-0.701, 2.971, 1.434], [-0.755, 2.349, 2.537], [-1.623, 3.479, 0.794], [4.332, -0.557, -0.878], [2.494, 2.238, -0.871], [3.304, 2.597, 0.667], [0.659, 3.564, -0.140], [1.296, 3.826, 1.508], [0.855, -4.634, 0.927], [0.481, -3.175, 0.981], [0.361, -2.430, -0.055], [0.522, -2.953, -1.286], [0.890, -2.076, -2.219], [1.313, -0.904, -2.063], [0.814, -2.652, -3.608], [0.722, -1.777, -4.687], [0.612, -2.257, -5.983], [0.611, -3.624, -6.221], [0.726, -4.504, -5.152], [0.823, -4.022, -3.855], [0.310, -2.513, 2.283], [0.334, -3.231, 3.483], [0.290, -2.547, 4.685], [0.221, -1.165, 4.669], [0.159, -0.531, 3.433], [0.191, -1.179, 2.278], [1.008, -4.909, -0.113], [0.061, -5.257, 1.348], [1.771, -4.819, 1.493], [0.750, -0.715, -4.472], [0.535, -1.562, -6.813], [0.525, -4.004, -7.232], [0.739, -5.573, -5.329], [0.899, -4.698, -3.015], [0.386, -4.311, 3.473], [0.310, -3.088, 5.624], [0.210, -0.583, 5.581], [0.069, 0.548, 3.367], [-3.378, -0.661, 1.817], [-3.699, 0.142, 3.228], [-3.172, 1.400, 3.455], [-3.525, 2.137, 4.505], [-4.400, 1.661, 5.442], [-4.833, 0.338, 5.233], [-4.509, -0.389, 4.199], [-2.411, 1.822, 2.822], [-3.067, 3.117, 4.563], [-4.718, 2.243, 6.293], [-5.467, -0.145, 5.975], [-2.145, 3.313, -4.614], [-1.986, 1.893, -4.344], [-1.813, 1.004, -5.479], [-1.461, 1.548, -3.174], [-1.018, 1.254, -2.150], [-3.021, 3.465, -5.246], [-1.267, 3.729, -5.122], [-2.291, 3.839, -3.674], [-2.677, 1.095, -6.140], [-1.742, -0.024, -5.130], [-0.909, 1.243, -6.051]],
  "mulliken_charge": [1.1038, -0.4819, 0.5482, -0.5402, -0.5741, -0.0084, -0.6508, 0.5270, -0.8104, -0.7625, 0.3819, 0.3355, 0.3150, 0.3279, 0.2677, -1.4325, 0.2044, 0.9031, -1.1092, 0.0563, -0.7298, 0.2663, -0.5011, -0.6090, -0.3405, -0.6916, 0.0132, 0.2655, -0.7405, -0.4771, -0.9492, -0.4887, 0.7287, 0.2516, 0.3099, 0.3238, 0.6122, 0.3554, 0.3632, 0.3717, 0.3851, 0.3422, 0.3872, 0.4599, 0.5418, -0.3659, 0.1875, 0.1587, 0.1032, -0.7942, 0.0515, -0.5614, 0.1802, 0.4028, 0.3654, 0.3824, -0.9670, 0.0209, -0.9337, 0.2297, -0.4672, 0.3013, 0.3076, 0.3655, 0.3314, 0.3233, 0.3267],
  "e_lumo_ev": 2.250,
  "de_lowest_ev": 1.824,
  "gap_ev": 6.65,
  "homo_energy_ev": -4.403,
  "total_energy_ev": -76241.606,
  "total_charge": -1
}



{
  "formula": "C25H27N2O",
  "method": "ωB97M-V/def2-TZVPD",
  "symbols": ["C", "O", "C", "C", "C", "C", "C", "C", "C", "N", "C", "C", "C", "C", "C", "C", "C", "N", "C", "C", "C", "C", "C", "C", "C", "C", "C", "C", "H", "H", "H", "H", "H", "H", "H", "H", "H", "H", "H", "H", "H", "H", "H", "H", "H", "H", "H", "H", "H", "H", "H", "H", "H", "H", "H"],
  "coordinates": [[-7.504, 0.165, -0.134], [-6.593, 1.272, -0.359], [-5.328, 1.214, 0.130], [-4.458, 2.246, -0.259], [-3.096, 2.146, 0.016], [-2.523, 0.967, 0.541], [-0.934, 0.754, 0.348], [-0.216, 0.445, -0.994], [1.230, 0.314, -1.543], [2.004, -0.795, -1.795], [1.573, -2.184, -1.709], [3.355, -0.436, -1.945], [4.531, -1.194, -1.915], [5.745, -0.482, -1.931], [5.763, 0.929, -1.959], [4.570, 1.667, -1.982], [3.383, 0.933, -1.988], [2.045, 1.353, -1.875], [1.634, 2.736, -1.887], [-0.345, -0.095, 1.436], [0.830, 0.325, 2.050], [1.619, -0.580, 2.761], [1.168, -1.884, 2.988], [2.011, -2.859, 3.763], [-0.063, -2.279, 2.458], [-0.820, -1.380, 1.704], [-3.458, 0.137, 1.238], [-4.831, 0.179, 0.935], [-8.439, 0.466, -0.605], [-7.123, -0.746, -0.606], [-7.667, 0.001, 0.935], [-4.848, 3.090, -0.816], [-2.453, 2.983, -0.269], [-0.590, 1.803, 0.418], [-0.635, 1.239, -1.580], [-0.676, -0.477, -1.254], [2.447, -2.857, -1.796], [1.084, -2.354, -0.731], [0.871, -2.417, -2.533], [4.499, -2.275, -1.885], [6.700, -1.024, -1.918], [6.728, 1.453, -1.960], [4.552, 2.750, -1.992], [2.524, 3.388, -1.967], [0.961, 2.926, -2.746], [1.100, 2.960, -0.944], [1.192, 1.342, 1.926], [2.593, -0.286, 3.138], [1.446, -3.776, 3.994], [2.923, -3.169, 3.224], [2.351, -2.401, 4.706], [-0.407, -3.303, 2.618], [-1.750, -1.736, 1.268], [-3.168, -0.603, 1.989], [-5.508, -0.590, 1.295]],
  "mulliken_charge": [-0.7960, -0.4366, 0.8116, -0.5895, -0.6203, -0.6810, 1.0795, -1.1135, -0.0104, 0.1794, -0.7673, 1.0578, -0.9776, -0.6543, -0.6583, -0.9336, 0.9411, 0.2253, -0.7608, 0.0000, -0.4198, -0.8269, 0.9700, -1.3705, -1.2595, -0.4676, -0.4742, -0.5431, 0.2404, 0.3463, 0.3234, 0.4289, 0.3727, 0.3872, 0.6638, 0.3637, 0.2925, 0.2855, 0.3024, 0.3148, 0.3850, 0.3814, 0.3111, 0.2848, 0.2965, 0.3212, 0.4379, 0.4377, 0.3458, 0.2864, 0.3542, 0.2990, 0.6072, 0.6749, 0.3513],
  "e_lumo_ev": -3.315,
  "de_lowest_ev": 1.254,
  "gap_ev": 7.19,
  "smiles": "COc1ccc([C@H](Cc2n(C)c3ccccc3[n+]2C)c2ccc(C)cc2)cc1",
  "homo_energy_ev": -10.507,
  "total_energy_ev": -31383.320,
  "total_charge": 1
}